P | 2
Properties=species:S:1:pos:R:3 method="wB97M-V/def2-TZVPD" homo_energy_ev=-9.67 gap_ev=5.52
S -0.81674 0.55999 0.79512
S 0.81674 -0.55999 -0.79512


Q | 2
Properties=species:S:1:pos:R:3 method="wB97M-V/def2-TZVPD" homo_energy_ev=-9.57 gap_ev=4.40
S 0.24418 1.14856 1.21036
S -0.24418 -1.14856 -1.21036


R | 2
Properties=species:S:1:pos:R:3 method="wB97M-V/def2-TZVPD" homo_energy_ev=-8.41 gap_ev=5.75
S -0.37612 -0.63109 0.62507
S 0.37612 0.63109 -0.62507


S | 2
Properties=species:S:1:pos:R:3 method="wB97M-V/def2-TZVPD" homo_energy_ev=-9.90 gap_ev=5.10
S 0.00000 0.00000 1.49771
S 0.00000 0.00000 -1.49771


Structures ranked by computed energy, the most stable listed first: R, P, S, Q.


P | 6
Properties=species:S:1:pos:R:3 method="wB97M-V/def2-TZVPD" homo_energy_ev=-11.03 gap_ev=11.87 smiles=O.O
O -1.26487 0.06583 0.00330
H -2.03896 -0.50604 -0.12511
H -1.54406 0.95050 -0.06198
O 1.78296 0.16665 -0.08493
H 1.26495 -0.44556 -0.57326
H 1.79998 -0.23138 0.84199


Q | 6
Properties=species:S:1:pos:R:3 method="wB97M-V/def2-TZVPD" homo_energy_ev=-11.28 gap_ev=12.05 smiles=O.O
O -1.56377 -0.21301 -0.08458
H -0.63377 -0.04336 -0.21072
H -2.01713 0.63560 -0.21054
O 1.43623 -0.07034 -0.21886
H 1.44591 -0.89799 0.24133
H 1.33253 0.58910 0.48337


R | 6
Properties=species:S:1:pos:R:3 method="wB97M-V/def2-TZVPD" homo_energy_ev=-10.72 gap_ev=11.34 smiles=O.O
O 1.08481 -0.03458 -0.21534
H 1.62262 0.57874 0.26291
H 1.48841 -0.92338 0.00697
O -1.62156 -0.17405 -0.13392
H -0.74701 -0.21947 0.27674
H -1.82728 0.77274 -0.19735


Structures ranked by computed energy, the most stable listed first: Q, R, P.


P | 6
Properties=species:S:1:pos:R:3 method="wB97M-V/def2-TZVPD" homo_energy_ev=-10.96 gap_ev=11.52 smiles=O.O
O -1.17636 -0.18631 -0.02893
H -1.38476 0.74041 0.07637
H -2.08945 -0.55089 -0.13984
O 1.86284 -0.23002 -0.04390
H 0.99778 -0.55881 0.21591
H 1.78996 0.78563 -0.07961


Q | 6
Properties=species:S:1:pos:R:3 method="wB97M-V/def2-TZVPD" homo_energy_ev=-11.30 gap_ev=12.06 smiles=O.O
O -0.59760 -0.63086 1.50207
H -0.84230 0.05051 2.12824
H -1.27379 -1.30119 1.60039
O 1.28945 0.64170 -1.80846
H 0.58356 0.83270 -2.42609
H 0.84069 0.40714 -0.99617


Structures ranked by computed energy, the most stable listed first: Q, P.


P | 21
Properties=species:S:1:pos:R:3 method="wB97M-V/def2-TZVPD" homo_energy_ev="-9.69 / -9.69" gap_ev="9.04 / 9.04" smiles="CC(C)(C)C(=O)[C@H](C#N)N=O"
C 0.81368 1.00804 -1.10240
C 0.74241 0.04026 0.16998
C 1.07354 -1.32945 -0.11339
C 1.53151 0.50792 1.36590
C -0.74658 0.05044 0.69469
O -1.09335 0.25151 1.82787
C -1.85693 -0.24424 -0.42439
C -2.56247 0.97324 -0.58100
N -3.02794 2.01471 -0.55540
N -2.67367 -1.22108 0.25025
O -2.74391 -2.35371 -0.13556
H 1.44652 1.99923 -1.04795
H -0.20471 1.41649 -1.43682
H 1.10043 0.55956 -2.01220
H 2.16700 -1.22692 -0.44446
H 1.12934 -1.95692 0.75342
H 0.77536 -1.87859 -0.95543
H 2.61296 0.65946 1.17602
H 1.54556 -0.12460 2.20684
H 1.24649 1.41129 1.77467
H -1.27522 -0.55666 -1.41065


Q | 21
Properties=species:S:1:pos:R:3 method="wB97M-V/def2-TZVPD" homo_energy_ev="-8.02 / -8.67" gap_ev="8.04 / 8.68"
C 2.23247 2.26360 -1.05197
C 1.99074 2.63253 -2.46434
C 0.02728 -1.71595 -0.28697
C 1.13676 -0.97808 0.44894
C -1.24803 -0.73624 -0.12019
C 1.39877 0.30093 -0.19360
C -1.04443 1.51776 0.61871
N 2.34910 1.01943 -0.54338
N -0.92491 0.61577 -0.46409
O 0.94961 2.64570 -1.77763
O 2.51005 2.78956 -3.45848
H 2.50620 3.05500 -0.33765
H 0.13804 -1.75363 -1.41616
H -0.28534 -2.65067 0.13310
H 0.70387 -0.76510 1.37816
H 2.09347 -1.71471 0.54065
H -2.21884 -1.06189 -0.47926
H -1.31932 -0.75681 0.95946
H -2.06710 1.83803 0.75286
H -0.52834 1.13855 1.60847
H -0.55548 2.47149 0.18059


Structures ranked by computed energy, the most stable listed first: P, Q.


P | 8
Properties=species:S:1:pos:R:3 method="wB97M-V/def2-TZVPD" homo_energy_ev=-8.97 gap_ev=10.05 smiles=CON
C 0.01351 0.63707 0.81393
O 0.38883 -0.87631 0.34592
N 0.13007 -1.04820 -0.92882
H -0.99963 0.73857 0.15284
H 0.87152 1.34356 0.53055
H -0.27600 0.64444 1.77875
H 0.73417 -0.50372 -1.50250
H -0.86246 -0.93542 -1.19068


Q | 8
Properties=species:S:1:pos:R:3 method="wB97M-V/def2-TZVPD" homo_energy_ev=-9.11 gap_ev=9.90 smiles=CNO
C 0.39336 -0.35914 -0.67222
N -0.58422 0.58745 -0.00575
O -0.52435 0.58812 1.37864
H 0.47059 -1.08639 0.16570
H 1.46220 0.14413 -0.98003
H -0.02733 -1.22444 -1.53069
H -1.42837 -0.08528 -0.05370
H 0.23812 1.43554 1.69805


Structures ranked by computed energy, the most stable listed first: P, Q.


P | 11
Properties=species:S:1:pos:R:3 method="wB97M-V/def2-TZVPD" homo_energy_ev=-9.17 gap_ev=9.55
H 0.00309 1.32316 2.51267
N 0.04930 1.75323 1.45119
C -0.15274 0.74580 0.69231
O -0.71003 -0.32097 1.03778
C -0.56312 -1.12061 -0.08264
O -0.95220 -2.40366 -0.22403
N -0.14142 -0.56719 -1.20983
N 0.07386 0.66528 -0.72157
O 1.50954 0.98389 -0.82909
H -0.65512 -2.65413 -1.19365
H 1.53883 1.59521 -1.43313


Q | 11
Properties=species:S:1:pos:R:3 method="wB97M-V/def2-TZVPD" homo_energy_ev=-9.93 gap_ev=10.02 smiles="[H]/N=c1/oc(=O)on1N"
H -0.22465 1.38166 -2.10474
N -1.26054 1.06551 -1.64092
C -0.87132 0.34195 -0.48185
O -1.65923 -0.42500 0.28218
C -0.83576 -1.32842 0.95657
O -1.08735 -2.27114 1.67727
O 0.44300 -1.15595 0.67008
N 0.46655 -0.15437 -0.25747
N 1.28999 0.78188 0.07233
H 1.45041 1.33927 0.90854
H 2.28889 0.42460 -0.08200


Structures ranked by computed energy, the most stable listed first: Q, P.